# 1
Molecular formula: C55H81Br2F6N3O25S2Sr
Method: DFT, ωB97M-V with the def2-TZVPD basis set

Computed properties:
LUMO ... -0.15 eV
Frontier orbital gap ... 8.182 eV

Each line ends with the Mulliken charge.
Geometry (Å):
Sr -16.59489 15.91616 10.40951  2.747
C -14.23480 16.48136 6.55244  -0.516
C -14.12932 16.04002 8.10297  1.182
C -13.04071 16.72708 8.99076  -1.434
O -15.31091 16.33081 8.73350  -1.027
H -14.79678 17.41185 6.31640  -0.009
H -14.79982 15.68165 6.05222  -0.157
H -13.28661 16.55823 6.01209  0.406
H -14.02439 14.93381 8.06381  -0.688
H -12.03038 16.51235 8.85154  0.423
H -13.29556 16.46560 10.00734  0.232
H -13.03364 17.82969 8.82202  0.270
C -19.48374 12.61366 10.76298  -0.646
F -20.30965 11.55676 10.90841  0.110
F -18.53717 12.43208 11.64922  -0.221
F -19.06991 12.72186 9.48932  0.563
S -20.45522 14.08371 11.25473  0.717
O -21.75650 14.18191 10.70559  0.041
O -20.45615 14.03314 12.72505  -0.476
N -19.52889 15.17844 10.69629  -0.263
S -20.00204 16.53264 9.96398  -0.113
O -21.26268 16.99145 10.45394  -0.523
O -18.91842 17.49404 9.87504  0.009
C -20.41351 16.09674 8.14125  0.138
F -21.39850 16.90041 7.65522  -0.115
F -19.34172 16.24390 7.42308  -0.071
F -20.84652 14.82473 7.98732  -0.169
N -16.57721 14.31737 4.19665  0.142
C -16.73593 13.03480 3.76447  -1.020
C -17.83930 12.54651 4.36698  -0.521
C -18.39631 13.53118 5.20441  0.236
C -17.59739 14.65634 5.07236  -0.750
H -15.74319 14.83389 4.01934  0.241
H -16.07893 12.62512 3.04175  0.498
H -18.15529 11.52929 4.08866  0.415
H -19.32655 13.34784 5.84491  0.443
H -17.56503 15.69437 5.45506  0.301
N -22.29872 21.68432 13.48695  0.048
C -21.26718 20.77379 13.53959  -1.080
C -21.85282 19.52971 13.76742  -0.121
C -23.24976 19.73837 13.93310  -0.479
C -23.49661 21.07393 13.76907  -0.805
H -22.14225 22.65213 13.18020  0.243
H -20.26931 21.00262 13.24921  0.527
H -21.24433 18.66891 13.84726  0.732
H -24.07985 19.05573 14.11140  0.449
H -24.34490 21.74994 13.69102  0.418
Br -19.21149 21.85757 3.83871  -0.198
C -20.46957 20.43340 4.21783  -0.848
C -19.97491 19.39133 5.19983  0.150
Br -18.53579 18.32288 4.60267  -0.076
H -20.79437 20.04302 3.28960  0.542
H -21.29031 20.92753 4.69631  0.353
H -20.79677 18.75525 5.39078  0.403
H -19.70817 19.94344 6.11086  -0.266
O -22.86118 20.33415 6.52181  -0.655
C -22.60211 20.38947 7.69651  0.514
O -21.39679 20.75470 8.08279  -0.309
C -21.29853 20.63528 9.53151  -0.295
C -22.54984 19.91692 9.96485  1.455
C -23.56952 20.34691 8.90421  -0.577
H -21.27214 21.64836 9.90680  0.437
H -20.39704 20.06561 9.79098  0.011
H -22.73702 20.09014 11.01609  -0.485
H -22.47272 18.86835 9.92614  -0.635
H -23.83512 21.42569 9.01985  0.289
H -24.43249 19.74192 8.78311  0.386
O -21.88160 5.41185 13.59217  -0.596
C -21.41602 6.43677 13.21811  0.470
O -21.71069 7.55135 13.95646  -0.462
C -21.22584 8.75060 13.23510  0.027
C -20.07768 8.28149 12.28010  0.771
C -20.57329 6.83049 12.03590  -0.601
H -20.88645 9.36286 14.02132  0.413
H -22.07813 9.25891 12.79932  -0.437
H -19.15158 8.28875 12.82655  0.317
H -19.98282 8.83443 11.34373  -0.555
H -19.80730 6.04465 11.97744  0.379
H -21.15715 6.87112 11.11591  0.252
O -25.53050 19.19879 11.46545  -0.601
C -25.36773 18.00449 11.37641  0.425
O -24.42963 17.48856 10.59873  -0.112
C -24.25117 16.09394 10.96464  0.477
C -25.57866 15.65567 11.49878  -0.134
C -26.07082 16.87489 12.20342  -0.807
H -23.41421 16.00858 11.65891  -0.297
H -23.97116 15.63817 10.02119  0.076
H -25.46480 14.72509 12.09804  0.081
H -26.18964 15.44531 10.63474  0.413
H -25.88510 17.00719 13.26373  0.116
H -27.15045 16.94711 12.17736  0.432
O -23.19935 11.77328 13.94414  -0.547
C -23.16188 12.88160 14.39639  0.555
O -24.24685 13.67745 14.26339  -0.344
C -24.10387 14.86529 15.08830  0.139
C -22.62949 15.01609 15.29963  -0.133
C -22.11571 13.59978 15.25153  -0.062
H -24.70155 14.67035 16.04891  0.279
H -24.52364 15.71768 14.48503  -0.327
H -22.37151 15.50066 16.24836  0.413
H -22.18227 15.53658 14.47286  -0.022
H -21.93035 13.14557 16.18267  0.509
H -21.12922 13.52323 14.86030  -0.328
O -15.91012 13.55370 10.24588  -0.772
C -15.44347 13.07268 9.21805  -0.298
O -14.37906 12.28875 9.25387  -0.228
C -13.92713 11.84526 7.91840  -0.519
C -15.11942 12.11711 7.05065  -0.535
C -16.00434 13.12827 7.82097  2.269
H -13.63680 10.78498 8.06258  0.321
H -13.03596 12.48978 7.67366  0.322
H -15.75001 11.23277 6.89861  0.180
H -14.87036 12.47148 6.03587  0.386
H -17.05677 12.77871 7.84185  -1.401
H -15.96945 14.15453 7.55690  0.112
O -16.12348 20.01254 10.89151  -0.690
C -16.39087 20.02833 9.73988  0.389
O -16.59604 18.90395 9.03453  0.054
C -16.91352 19.22850 7.59686  0.408
C -17.49021 20.63844 7.71696  0.391
C -16.59426 21.20264 8.81465  -0.681
H -17.58642 18.38752 7.30718  -0.461
H -16.03563 19.16119 6.98722  0.113
H -18.49150 20.55853 8.06982  -0.509
H -17.35163 21.26914 6.83501  0.374
H -16.87928 22.11066 9.34436  0.377
H -15.59561 21.44035 8.38255  0.317
O -17.20122 10.53569 9.21618  -0.288
C -16.35006 9.90195 9.82428  0.159
O -15.49655 9.09466 9.16895  -0.456
C -14.63236 8.48699 10.24635  -0.589
C -14.88289 9.29631 11.51479  -0.597
C -16.32718 9.66723 11.30343  0.163
H -13.62713 8.42896 9.86905  0.410
H -15.13799 7.51047 10.27993  0.308
H -14.28723 10.16172 11.42450  0.283
H -14.75560 8.89172 12.53900  0.366
H -16.66778 10.52758 11.74604  0.141
H -16.98641 8.79365 11.46331  -0.020
O -17.11886 16.16082 12.75977  -0.667
C -17.57088 16.34615 13.90380  -0.346
O -17.50260 17.47017 14.55854  -0.356
C -18.14739 17.36532 15.87473  -0.400
C -18.49339 15.88991 16.06643  -0.467
C -18.50496 15.41922 14.62626  0.836
H -19.06463 18.01932 15.76362  0.165
H -17.60992 17.73690 16.72736  0.390
H -19.43788 15.72037 16.58470  0.274
H -17.56921 15.45147 16.53531  0.289
H -19.46465 15.51485 14.14883  -0.594
H -18.23114 14.37589 14.55675  0.377
O -20.43957 8.86638 4.68550  -0.565
C -20.29604 9.37986 5.72225  0.348
O -20.77591 10.66056 5.99989  -0.466
C -20.52087 10.99073 7.36361  1.303
C -20.19104 9.68951 8.10999  1.085
C -19.58051 8.91307 6.95091  -0.452
H -21.38133 11.49006 7.78776  -0.290
H -19.66737 11.64853 7.40529  -0.873
H -21.11867 9.26306 8.44524  -0.021
H -19.47840 9.79198 8.90654  -0.597
H -19.56920 7.79978 6.99950  0.415
H -18.52583 9.13754 6.87222  0.045
O -22.87707 8.43234 10.30460  -0.616
C -23.41848 9.47645 10.15794  0.488
O -23.29355 10.32992 9.09511  -0.300
C -24.08929 11.50965 9.28687  -0.403
C -24.45787 11.58810 10.72343  0.321
C -24.42911 10.07691 11.13077  -0.538
H -25.00872 11.30942 8.72162  0.266
H -23.46805 12.32373 8.91139  0.209
H -25.41317 12.02856 11.01158  0.453
H -23.70894 12.16002 11.26385  -0.449
H -25.42194 9.58427 10.92538  0.337
H -24.12734 9.87156 12.15618  0.293

=====

# 2
Molecular formula: C50H40BrClF4N2P3PbS2
Method: DFT, ωB97M-V with the def2-TZVPD basis set

Computed properties:
LUMO ... -2.85 eV
Frontier orbital gap ... 7.317 eV
Net charge ... +1
Energy relative to the best compared isomer or geometry (same formula, charge and spin) ... 0.369 eV

Each line ends with the Mulliken charge.
Geometry (Å):
Pb 0.09688 1.36630 -0.28010  0.803
S -0.71340 -0.96118 -2.10965  -0.408
P -2.52226 -0.21540 -1.12576  1.428
C -2.20354 1.00795 -0.02319  -0.836
P -2.14139 0.70718 1.66664  1.564
S -0.48348 -0.32916 2.14264  -0.456
C -3.64521 -0.00955 2.35866  0.534
C -4.83476 0.70766 2.22342  -0.628
C -6.00900 0.20062 2.75084  -0.618
C -5.99911 -1.02302 3.41178  -0.567
C -4.81827 -1.73620 3.54423  -0.698
C -3.63551 -1.22933 3.02001  -0.330
C -1.96281 2.33129 2.45764  0.331
C -1.74589 2.38814 3.83638  -0.732
C -1.54544 3.60699 4.45701  -0.686
C -1.54288 4.78041 3.70624  -0.573
C -1.75277 4.72930 2.33910  -0.684
C -1.97427 3.50508 1.71352  0.128
C -3.30660 0.42946 -2.61160  0.427
C -3.67574 1.76969 -2.65536  -0.567
C -4.30640 2.27000 -3.78680  -0.891
C -4.56199 1.43608 -4.86535  -0.471
C -4.19426 0.09584 -4.82122  -0.769
C -3.56594 -0.40965 -3.69655  -0.488
C -3.51290 -1.61915 -0.60974  0.095
C -2.91612 -2.81900 -0.24731  0.063
C -3.68966 -3.86177 0.23885  -0.559
C -5.06044 -3.69704 0.36990  -0.699
C -5.66097 -2.49726 0.00715  -0.616
C -4.89307 -1.45772 -0.48953  -0.431
H -4.83300 1.66261 1.70968  0.370
H -6.93076 0.75936 2.65490  0.441
H -6.91741 -1.41679 3.82806  0.417
H -4.81367 -2.68723 4.06090  0.450
H -2.70502 -1.77504 3.12263  0.411
H -1.71734 1.47217 4.41514  0.396
H -1.38165 3.64723 5.52573  0.433
H -1.37927 5.73230 4.19434  0.413
H -1.75630 5.63681 1.74940  0.488
H -2.16358 3.46770 0.64824  0.298
H -3.48266 2.39431 -1.79112  0.625
H -4.60627 3.30913 -3.82185  0.446
H -5.05523 1.82885 -5.74475  0.397
H -4.40002 -0.55222 -5.66241  0.434
H -3.27923 -1.45410 -3.65542  0.373
H -1.85203 -2.94969 -0.37239  -0.225
H -3.22125 -4.80021 0.50701  0.513
H -5.66754 -4.50764 0.75181  0.415
H -6.73112 -2.37458 0.10795  0.472
H -5.36003 -0.52310 -0.77606  0.455
F 7.30731 3.75889 3.45022  -0.278
C 6.48028 3.07254 2.68159  0.632
C 6.97662 2.12706 1.80320  0.178
F 8.28136 1.91263 1.73139  -0.284
C 6.09765 1.41666 1.00573  0.600
F 6.61882 0.52434 0.16366  -0.365
C 4.72598 1.61943 1.05259  -0.303
P 3.55510 0.67372 0.00820  0.506
C 4.21747 0.94806 -1.67085  0.829
C 4.82581 2.15771 -2.00708  -1.071
C 5.16080 2.43823 -3.32385  -0.719
C 4.88455 1.52081 -4.32815  -0.662
C 4.27026 0.31909 -4.00662  -0.813
C 3.93452 0.03718 -2.69019  0.097
C 3.89789 -1.07002 0.42434  0.489
C 4.78248 -1.90870 -0.25021  -0.090
C 4.90724 -3.23708 0.13105  -0.871
C 4.17131 -3.73157 1.20005  -0.495
C 3.30111 -2.89794 1.88720  -0.564
C 3.15222 -1.57728 1.49039  -0.574
C 4.24934 2.58161 1.94755  0.074
Br 2.40315 2.96348 2.15176  -0.075
C 5.11618 3.29954 2.75166  0.184
F 4.67357 4.21618 3.60525  -0.329
H 5.05135 2.88693 -1.23820  0.450
H 5.64702 3.37517 -3.56292  0.447
H 5.15190 1.73959 -5.35334  0.413
H 4.05556 -0.40738 -4.77971  0.461
H 3.47222 -0.91928 -2.45867  -0.143
H 5.37859 -1.52913 -1.06956  0.521
H 5.59254 -3.88417 -0.40107  0.447
H 4.27966 -4.76608 1.49961  0.454
H 2.72763 -3.27715 2.72332  0.421
H 2.44550 -0.93435 2.00785  0.302
N -0.13023 4.74297 -0.95439  -0.363
N -0.10587 3.61258 -1.83017  -0.414
H 0.08798 5.59864 -1.45289  0.292
H 0.57803 4.61403 -0.24021  0.151
H 0.60406 3.68263 -2.55327  0.270
H -1.00777 3.55089 -2.28873  0.200
Cl 1.92554 -3.05167 -3.36181  -0.193
C 1.37510 -3.84957 -1.91130  0.975
C 1.50863 -5.22504 -1.82605  -0.489
C 1.04596 -5.88483 -0.69748  -0.784
C 0.46367 -5.16289 0.33478  -1.029
C 0.34993 -3.78538 0.23436  -0.002
C 0.79841 -3.10947 -0.89448  -0.599
C 0.73561 -1.61764 -0.93419  1.515
H 1.96684 -5.76532 -2.64244  0.489
H 1.14678 -6.95943 -0.62698  0.436
H 0.11174 -5.66822 1.22445  0.517
H -0.07229 -3.21195 1.05280  0.525
H 0.39800 -1.17641 -0.01145  -0.823
H 1.45745 -1.11904 -1.57036  -0.234